(1)
{"formula": "C3H6Br2NO", "method": "ωB97M-V with the def2-TZVPD basis set", "e_above_lowest_kj_mol": 149.8, "total_charge": 1, "orbital_gap_ev": 8.39, "symbols": ["C", "C", "C", "N", "O", "Br", "Br", "H", "H", "H", "H", "H", "H"], "positions_angstrom": [[-0.084612, 0.236548, -0.963090], [-1.078540, 1.099399, 1.069091], [-1.233374, 0.879360, -0.378353], [2.031151, -1.687826, -0.189773], [0.841434, -0.258121, -1.316625], [-1.928074, 2.423294, -1.287741], [-2.677805, -0.464913, -0.805774], [-0.424179, 1.933147, 1.276077], [-0.606278, 0.144424, 1.502077], [-2.068832, 1.158228, 1.459941], [2.579188, -0.880408, 0.112753], [2.083827, -2.474042, 0.507320], [2.566092, -2.109088, -0.985903]], "atomic_forces_ev_per_a": [[-0.609, 0.862, -0.202], [1.520, -2.382, 1.258], [-2.061, -0.486, -1.339], [1.455, -2.701, 0.545], [-0.340, 0.728, -1.380], [0.855, 0.531, -0.278], [0.883, -0.296, 0.418], [-0.089, 0.358, 0.158], [-0.642, 1.360, -0.301], [-0.539, 0.504, 0.584], [0.142, -0.624, 0.316], [0.079, 1.421, -0.463], [-0.655, 0.724, 0.684]], "mulliken_charge": [0.484, -1.112, 0.092, -0.736, 0.027, 0.149, 0.123, 0.394, 0.367, 0.401, 0.276, 0.261, 0.274]}



(2)
{"formula": "C3H6Br2NO", "method": "ωB97M-V with the def2-TZVPD basis set", "e_above_lowest_kj_mol": 74.3, "total_charge": 1, "orbital_gap_ev": 10.21, "symbols": ["C", "C", "C", "N", "O", "Br", "Br", "H", "H", "H", "H", "H", "H"], "positions_angstrom": [[-0.219411, -0.639571, -0.008574], [-0.179584, 1.544725, 1.356713], [0.015024, 0.967827, -0.009911], [0.320631, -1.950129, -1.260413], [-0.827613, -1.231029, 0.788932], [1.903161, 1.279684, -0.632633], [-1.447316, 1.327542, -1.250757], [0.790726, 1.676626, 1.999259], [-0.842815, 0.943627, 1.996703], [-0.667734, 2.473977, 1.283619], [0.733985, -2.598689, -0.555121], [-0.533472, -2.131051, -1.612927], [0.954418, -1.663540, -2.094892]], "atomic_forces_ev_per_a": [[-0.334, 0.001, 1.572], [1.458, -0.863, 2.411], [1.322, -2.309, -1.314], [5.008, 3.586, 0.983], [0.644, 0.291, -0.863], [-1.475, -0.134, -0.016], [0.488, 0.442, -0.022], [-1.619, -0.313, -1.631], [0.082, -0.082, -0.500], [-0.350, 1.373, -0.285], [-0.536, 0.288, -1.275], [-3.717, -1.546, -1.195], [-0.971, -0.734, 2.134]], "mulliken_charge": [0.312, -1.122, 0.388, -0.493, -0.302, -0.006, 0.068, 0.370, 0.326, 0.412, 0.369, 0.323, 0.356]}



(3)
{"formula": "C3H6BrO2P", "method": "ωB97M-V with the def2-TZVPD basis set", "e_above_lowest_kj_mol": 181.0, "total_charge": 0, "orbital_gap_ev": [7.58, 7.58], "symbols": ["C", "C", "C", "O", "O", "P", "Br", "H", "H", "H", "H", "H", "H"], "positions_angstrom": [[-0.329927, -0.828254, -0.309362], [-1.026369, 1.337835, -1.155366], [-0.200545, -1.656645, 0.852009], [0.015872, -1.112840, -1.421122], [-0.950958, 0.402208, -0.084882], [2.065946, -0.405072, 1.644468], [2.627062, 0.883046, -0.097822], [-2.035982, 1.674206, -1.166595], [-0.709988, 0.798254, -2.105843], [-0.310420, 2.249788, -0.944705], [-0.768244, -1.388223, 1.717725], [0.204363, -2.689036, 0.659572], [1.419193, 0.734739, 2.411918]], "atomic_forces_ev_per_a": [[-1.087, 2.015, -1.090], [2.473, 0.224, -0.644], [3.005, 0.236, 0.750], [0.615, -0.692, -0.593], [0.509, -0.942, 1.084], [-2.020, 0.387, -0.081], [-0.339, -0.463, 0.381], [-0.726, 0.342, -0.298], [-0.544, 1.016, 1.060], [-1.329, -1.843, -0.393], [-0.306, -0.236, 0.337], [-0.678, 1.326, 0.422], [0.427, -1.369, -0.935]], "mulliken_charge": [0.923, -0.578, -1.086, -0.549, -0.322, 0.126, -0.098, 0.251, 0.314, 0.186, 0.403, 0.323, 0.108]}



(4)
{"formula": "C3H6BrP", "method": "ωB97M-V with the def2-TZVPD basis set", "e_above_lowest_kj_mol": 35.8, "total_charge": 0, "orbital_gap_ev": 10.02, "smiles": "BrPC1CC1", "symbols": ["Br", "P", "C", "C", "C", "H", "H", "H", "H", "H", "H"], "positions_angstrom": [[-2.051496, -2.520019, -0.817298], [-0.040132, -1.627198, -0.709798], [-0.347656, 0.087416, -0.277487], [-0.062875, 0.577302, 1.243425], [0.944603, 0.816904, 0.143328], [0.120707, -1.226096, -2.179539], [-1.022183, 0.695849, -1.016194], [0.069913, -0.137876, 2.066460], [-0.665087, 1.520770, 1.572696], [1.251385, 1.678041, -0.247597], [1.802822, 0.134907, 0.222005]], "atomic_forces_ev_per_a": [[-0.470, -0.087, -0.100], [0.878, 0.688, -1.743], [-0.327, 2.394, 0.575], [-1.779, 2.111, -1.502], [-0.609, -5.278, 2.056], [-0.261, -0.845, 1.618], [1.049, -1.116, 1.981], [0.193, 0.152, -0.771], [1.036, -1.955, -0.719], [0.479, 3.743, -1.330], [-0.189, 0.194, -0.066]], "mulliken_charge": [-0.209, -0.071, -0.061, -0.436, -0.695, 0.065, 0.341, 0.261, 0.204, 0.338, 0.261]}